The following is a quantum chemistry calculation of C59H59Br5IrO6P2Si3 as an isolated structure at a distorted geometry, from the Open Molecules 2025 dataset.

```
135
Properties=species:S:1:pos:R:3:lowdin_charge:R:1
Ir 0.51 0.48 -0.52 1.18
C -1.86 0.25 -2.37 -0.12
O -1.34 -0.29 -1.15 -0.47
Si -1.69 -1.97 -0.70 0.35
C -1.19 -2.60 -2.43 -0.18
C -3.53 -2.40 -0.87 -0.15
C -1.13 -1.98 1.03 -0.39
Si -0.21 -4.52 -0.40 0.71
C 0.97 -4.43 -1.84 -0.24
C 0.58 -5.40 1.02 -0.19
C -1.70 -5.52 -0.96 -0.20
Si -1.93 -3.02 2.38 0.45
C -3.25 -2.04 3.33 -0.17
C -0.78 -3.68 3.74 -0.17
C -2.87 -4.54 1.77 -0.18
H -2.93 0.03 -2.43 0.10
H -1.34 -0.15 -3.24 0.07
H -1.72 1.32 -2.38 0.06
H -0.20 -2.30 -2.77 0.04
H -1.93 -2.08 -3.04 0.05
H -1.36 -3.65 -2.64 0.01
H -3.67 -3.24 -1.54 0.04
H -4.04 -1.55 -1.33 0.04
H -4.06 -2.61 0.06 0.03
H 1.53 -3.51 -1.91 -0.03
H 0.44 -4.60 -2.78 0.04
H 1.67 -5.26 -1.70 0.03
H -0.03 -5.41 1.92 0.00
H 0.68 -6.44 0.68 0.06
H 1.58 -5.03 1.25 0.01
H -2.64 -4.99 -1.04 0.00
H -1.85 -6.35 -0.27 0.05
H -1.46 -5.92 -1.95 0.05
H -4.20 -2.06 2.79 0.03
H -3.41 -2.56 4.29 0.04
H -3.01 -1.00 3.54 0.02
H -0.05 -2.96 4.10 0.02
H -0.22 -4.56 3.44 0.01
H -1.43 -3.97 4.57 0.04
H -2.99 -4.60 0.69 -0.03
H -3.88 -4.52 2.20 0.04
H -2.40 -5.46 2.10 0.04
Br 7.38 0.70 0.34 0.76
C 5.64 0.06 0.05 -0.74
C 5.40 -1.34 -0.15 -0.72
Br 6.86 -2.51 -0.07 0.75
C 4.13 -1.83 -0.37 -0.61
Br 3.88 -3.67 -0.54 0.88
C 3.01 -0.95 -0.43 -0.37
O 1.80 -1.28 -0.71 -0.12
C 3.27 0.44 -0.13 -0.39
O 2.28 1.24 -0.03 -0.23
C 4.59 0.92 0.07 -0.63
Br 4.75 2.76 0.38 0.88
O 0.67 2.23 2.23 -0.09
C 0.41 1.66 3.46 -0.29
C 0.48 2.32 4.67 0.00
C 0.07 1.65 5.82 -0.07
C -0.41 0.35 5.72 -0.07
C -0.51 -0.26 4.48 -0.06
C -0.12 0.38 3.32 -0.23
P -0.23 -0.35 1.57 0.91
C -2.15 0.54 1.62 -0.22
C -3.36 -0.05 1.25 -0.19
C -4.61 0.52 1.44 -0.08
C -4.73 1.75 2.04 -0.11
C -3.57 2.41 2.40 -0.09
C -2.33 1.82 2.18 -0.11
C 1.48 -1.17 2.09 -0.28
C 2.53 -0.35 2.54 -0.10
C 3.73 -0.88 3.00 -0.07
C 3.92 -2.25 3.04 -0.09
C 2.90 -3.08 2.59 -0.12
C 1.72 -2.53 2.10 -0.15
C 1.29 3.37 1.88 -0.26
C 2.17 4.08 2.69 -0.02
C 2.73 5.26 2.20 -0.08
C 2.42 5.71 0.93 -0.08
C 1.58 4.96 0.12 -0.10
C 1.01 3.78 0.57 -0.24
P -0.07 2.75 -0.52 1.08
C 0.42 3.38 -2.17 -0.34
C 1.76 3.39 -2.55 -0.10
C 2.13 3.79 -3.82 -0.05
C 1.16 4.19 -4.73 -0.08
C -0.17 4.18 -4.37 -0.08
C -0.55 3.77 -3.10 -0.08
C -1.71 3.51 -0.34 -0.33
C -2.90 2.80 -0.35 -0.11
C -4.12 3.46 -0.38 -0.07
C -4.17 4.84 -0.36 -0.07
C -2.99 5.57 -0.30 -0.07
C -1.77 4.91 -0.30 -0.08
H 0.81 3.35 4.73 0.10
H 0.12 2.14 6.78 0.10
H -0.73 -0.18 6.61 0.11
H -0.92 -1.26 4.44 0.06
H -3.35 -1.04 0.84 0.01
H -5.50 -0.04 1.14 0.11
H -5.70 2.20 2.22 0.11
H -3.61 3.40 2.84 0.11
H -1.49 2.44 2.43 0.09
H 2.43 0.72 2.53 0.10
H 4.51 -0.21 3.32 0.11
H 4.85 -2.67 3.41 0.11
H 3.03 -4.15 2.61 0.09
H 0.94 -3.18 1.73 0.02
H 2.45 3.70 3.66 0.11
H 3.41 5.81 2.83 0.11
H 2.85 6.63 0.56 0.11
H 1.38 5.31 -0.88 0.11
H 2.52 3.05 -1.85 0.09
H 3.17 3.77 -4.10 0.12
H 1.46 4.50 -5.73 0.11
H -0.93 4.49 -5.08 0.10
H -1.60 3.78 -2.83 0.10
H -2.89 1.72 -0.30 0.08
H -5.03 2.88 -0.38 0.11
H -5.12 5.35 -0.37 0.11
H -3.01 6.65 -0.27 0.10
H -0.86 5.49 -0.27 0.10
Br 3.69 -2.21 -4.19 0.82
C 2.42 -1.24 -5.21 -0.59
C 2.20 -1.65 -6.51 -0.13
C 1.24 -1.01 -7.29 -0.08
C 0.50 0.03 -6.75 -0.08
C 0.73 0.43 -5.44 -0.02
C 1.70 -0.19 -4.65 -0.15
C 1.92 0.33 -3.25 -0.60
O 3.06 0.47 -2.82 0.03
O 0.82 0.59 -2.65 -0.18
H 2.76 -2.48 -6.91 0.09
H 1.08 -1.34 -8.31 0.10
H -0.25 0.53 -7.34 0.10
H 0.16 1.23 -5.00 0.11
```

Properties
orbital gap (spin up / spin down): 6.77 / 5.71 eV
spin multiplicity: 2
HOMO energy (spin up / spin down): -0.276 / -0.277 Eh
ΔE to the lowest compared entry with this formula, charge and spin: 7.81 kcal/mol

---

The following is a quantum chemistry calculation of C59H61N5O6STi as an isolated structure at a distorted geometry, from the Open Molecules 2025 dataset.

```
133
Properties=species:S:1:pos:R:3:lowdin_charge:R:1
Ti -0.01 -0.54 0.54 1.14
N -0.09 4.98 5.77 0.11
C -0.22 3.74 5.18 -0.31
C 0.15 3.55 3.84 -0.01
C 0.05 2.31 3.26 -0.03
C -0.41 1.23 4.00 -0.30
C -0.78 1.40 5.33 -0.05
C -0.69 2.64 5.91 -0.02
S -0.53 -0.33 3.27 0.70
O 0.72 -0.40 2.37 -0.39
O -0.60 -1.33 4.28 -0.24
N -1.57 -0.42 2.10 -0.16
C -2.86 0.08 2.21 -0.44
N -3.27 0.50 3.40 0.15
C -4.51 1.00 3.44 -0.11
C -5.33 1.05 2.33 -0.06
C -4.80 0.53 1.16 -0.13
N -3.57 0.04 1.08 0.13
H -0.03 5.77 5.15 0.09
H -0.60 5.15 6.61 0.09
H 0.51 4.39 3.26 0.10
H 0.32 2.19 2.22 0.10
H -1.15 0.55 5.90 0.12
H -0.97 2.78 6.95 0.11
H -4.85 1.36 4.41 0.11
H -6.33 1.45 2.38 0.10
H -5.39 0.50 0.24 0.12
C 1.11 3.68 -4.51 0.03
C 1.79 3.47 -3.17 -0.56
C 2.95 4.41 -2.92 0.02
O 2.25 2.13 -3.06 0.00
C 1.44 1.41 -2.14 -0.15
C 0.82 2.51 -1.27 -0.14
O 0.81 3.63 -2.15 -0.02
C -0.63 2.30 -0.77 -0.34
O -0.68 1.15 0.06 -0.23
C -1.07 3.46 0.14 -0.15
C -0.30 4.59 0.40 -0.02
C -0.79 5.60 1.22 -0.10
C -2.04 5.48 1.81 -0.10
C -2.81 4.35 1.56 -0.06
C -2.33 3.35 0.73 -0.02
C -1.58 2.22 -1.96 -0.13
C -2.09 3.40 -2.52 -0.02
C -2.91 3.36 -3.63 -0.07
C -3.24 2.14 -4.22 -0.09
C -2.73 0.97 -3.68 -0.07
C -1.91 1.02 -2.56 -0.02
C 2.29 0.37 -1.38 -0.33
O 1.33 -0.29 -0.59 -0.24
C 2.81 -0.71 -2.34 -0.11
C 1.86 -1.46 -3.03 -0.02
C 2.23 -2.49 -3.87 -0.07
C 3.58 -2.79 -4.05 -0.08
C 4.53 -2.05 -3.36 -0.07
C 4.15 -1.02 -2.51 -0.02
C 3.39 1.00 -0.54 -0.13
C 3.42 0.89 0.85 -0.01
C 4.41 1.51 1.60 -0.06
C 5.39 2.26 0.97 -0.09
C 5.38 2.37 -0.41 -0.07
C 4.39 1.75 -1.15 -0.05
H 1.83 3.54 -5.31 0.09
H 0.71 4.69 -4.57 0.09
H 0.29 2.97 -4.62 0.09
H 3.74 4.22 -3.65 0.10
H 3.36 4.25 -1.92 0.08
H 2.63 5.44 -3.01 0.09
H 0.66 0.86 -2.69 0.15
H 1.46 2.69 -0.40 0.17
H 0.66 4.71 -0.06 0.11
H -0.19 6.48 1.40 0.10
H -2.43 6.28 2.44 0.10
H -3.79 4.24 2.02 0.10
H -2.92 2.48 0.53 0.11
H -1.84 4.35 -2.07 0.12
H -3.30 4.28 -4.04 0.10
H -3.88 2.11 -5.09 0.10
H -2.97 0.02 -4.13 0.10
H -1.53 0.10 -2.16 0.08
H 0.80 -1.26 -2.88 0.10
H 1.47 -3.06 -4.39 0.10
H 3.88 -3.59 -4.71 0.10
H 5.58 -2.28 -3.47 0.10
H 4.91 -0.49 -1.96 0.11
H 2.69 0.31 1.38 0.08
H 4.40 1.40 2.67 0.11
H 6.17 2.74 1.56 0.10
H 6.14 2.95 -0.92 0.11
H 4.39 1.86 -2.23 0.12
C 4.71 -2.88 1.39 -0.04
C 3.34 -3.48 1.47 -0.26
C 3.12 -4.72 2.05 -0.02
C 1.83 -5.24 2.12 -0.26
C 1.57 -6.56 2.80 -0.05
C 0.77 -4.52 1.59 0.00
C 0.96 -3.27 1.00 -0.24
C 2.26 -2.78 0.94 0.00
N -0.11 -2.52 0.45 -0.05
C -1.28 -3.18 -0.13 -0.44
C -0.90 -4.37 -1.03 -0.07
C -2.15 -4.90 -1.75 -0.28
C -2.75 -3.80 -2.64 -0.11
C -3.14 -2.60 -1.77 -0.26
C -4.18 -3.04 -0.74 -0.11
C -3.59 -4.13 0.15 -0.28
C -3.19 -5.33 -0.71 -0.12
C -2.37 -3.58 0.88 -0.06
C -1.88 -2.12 -1.05 -0.13
H 5.49 -3.64 1.46 0.07
H 4.87 -2.17 2.21 0.08
H 4.85 -2.33 0.46 0.07
H 3.95 -5.29 2.45 0.11
H 2.48 -7.15 2.89 0.07
H 0.84 -7.15 2.25 0.08
H 1.17 -6.40 3.80 0.08
H -0.22 -4.94 1.67 0.10
H 2.48 -1.84 0.45 0.09
H -0.44 -5.17 -0.45 0.11
H -0.15 -4.03 -1.74 0.13
H -1.86 -5.75 -2.36 0.14
H -3.62 -4.19 -3.17 0.12
H -2.02 -3.49 -3.40 0.12
H -3.54 -1.80 -2.39 0.13
H -5.08 -3.40 -1.26 0.12
H -4.48 -2.18 -0.13 0.10
H -4.34 -4.44 0.88 0.14
H -4.06 -5.75 -1.21 0.12
H -2.77 -6.12 -0.08 0.12
H -2.00 -4.33 1.59 0.11
H -2.64 -2.70 1.47 0.11
H -2.15 -1.21 -0.47 0.08
H -1.11 -1.87 -1.79 0.10
```

Properties
orbital gap: 7.38 eV
HOMO energy: -0.266 Eh
ΔE to the lowest compared entry with this formula, charge and spin: 20.93 kcal/mol

---

The following is a quantum chemistry calculation of C59H62IrN5S3 as an isolated structure at a distorted geometry, from the Open Molecules 2025 dataset.

```
130
Properties=species:S:1:pos:R:3:lowdin_charge:R:1
Ir 0.40 -0.75 0.02 0.95
C 6.96 1.88 0.32 -0.04
C 6.88 0.63 1.17 -0.21
C 7.98 0.15 1.87 -0.06
C 7.91 -0.98 2.66 -0.10
C 6.71 -1.67 2.75 -0.09
C 5.59 -1.22 2.05 -0.02
C 5.67 -0.07 1.28 -0.20
N 4.56 0.44 0.55 0.15
C 3.20 0.13 0.78 -0.36
N 2.86 0.09 2.07 0.15
C 1.56 0.03 2.64 -0.23
C 0.43 -0.20 1.88 -0.29
C -0.79 -0.08 2.53 -0.14
C -0.89 0.18 3.89 -0.09
C 0.28 0.33 4.64 -0.07
C 1.52 0.27 4.02 -0.24
C 2.79 0.48 4.82 -0.05
N 2.36 -0.02 -0.17 -0.03
C 2.87 -0.04 -1.50 -0.32
C 3.45 -1.20 -2.00 -0.05
C 3.93 -1.24 -3.31 -0.10
C 3.82 -0.11 -4.11 -0.11
C 3.22 1.03 -3.61 -0.07
C 2.74 1.09 -2.29 -0.25
C 2.10 2.34 -1.73 -0.02
H 7.92 2.38 0.47 0.07
H 6.16 2.58 0.57 0.08
H 6.87 1.65 -0.75 0.08
H 8.92 0.69 1.78 0.11
H 8.79 -1.33 3.20 0.10
H 6.64 -2.57 3.35 0.10
H 4.66 -1.78 2.10 0.12
H 4.75 0.71 -0.40 0.12
H 3.60 0.35 2.70 0.11
H -1.70 -0.19 1.94 0.09
H -1.86 0.26 4.36 0.11
H 0.22 0.53 5.71 0.10
H 2.55 0.59 5.87 0.07
H 3.33 1.39 4.51 0.08
H 3.48 -0.37 4.72 0.08
H 3.50 -2.07 -1.35 0.12
H 4.38 -2.16 -3.69 0.10
H 4.19 -0.13 -5.13 0.10
H 3.12 1.91 -4.24 0.11
H 1.91 3.08 -2.52 0.08
H 2.73 2.80 -0.97 0.08
H 1.15 2.11 -1.23 0.04
C -0.96 3.52 -4.01 -0.07
C -2.00 3.50 -2.88 -0.40
C -3.33 4.10 -3.36 -0.07
C -1.44 4.21 -1.65 -0.15
C -1.26 5.59 -1.84 -0.09
C -0.80 6.43 -0.85 -0.12
C -0.49 5.87 0.37 -0.08
C -0.62 4.51 0.62 -0.15
C -0.19 4.04 2.01 -0.36
C 1.04 3.12 1.94 -0.06
C -1.33 3.41 2.82 -0.07
C -1.11 3.60 -0.39 -0.23
N -1.27 2.27 0.05 -0.31
C -2.51 -0.02 -0.31 -0.42
C -2.43 -1.36 -0.20 -0.30
N -1.23 -2.07 -0.18 -0.09
C -1.35 -3.51 -0.32 -0.14
C -1.99 -4.03 -1.48 -0.15
C -2.22 -5.40 -1.61 -0.07
C -1.80 -6.31 -0.65 -0.09
C -1.14 -5.82 0.46 -0.06
C -0.92 -4.45 0.67 -0.13
C -0.28 -4.16 2.03 -0.37
C -1.16 -3.22 2.86 -0.05
C 1.20 -3.75 1.94 -0.07
C -2.41 -3.19 -2.68 -0.38
C -1.64 -3.70 -3.92 -0.09
C -3.91 -3.22 -2.99 -0.05
C -3.82 -1.87 0.12 -0.09
C -4.36 -3.08 0.40 -0.01
C -5.77 -3.17 0.65 -0.07
C -6.59 -2.09 0.62 -0.04
C -6.04 -0.79 0.37 -0.16
C -6.74 0.45 0.32 -0.05
C -6.03 1.59 0.07 -0.08
C -4.60 1.59 -0.16 0.00
C -3.93 0.42 -0.14 -0.13
C -4.68 -0.75 0.13 -0.10
H -1.34 3.04 -4.92 0.07
H -0.05 2.99 -3.71 0.06
H -0.69 4.55 -4.26 0.07
H -2.21 2.46 -2.64 0.07
H -3.20 5.13 -3.73 0.07
H -4.06 4.13 -2.54 0.08
H -3.75 3.50 -4.17 0.07
H -1.51 6.02 -2.81 0.09
H -0.69 7.50 -1.02 0.08
H -0.12 6.50 1.18 0.10
H 0.12 4.94 2.54 0.11
H 0.77 2.17 1.47 0.05
H 1.42 2.91 2.95 0.08
H 1.84 3.59 1.35 0.08
H -1.66 2.48 2.35 0.05
H -2.19 4.09 2.88 0.08
H -0.99 3.18 3.84 0.07
H -2.72 -5.77 -2.50 0.10
H -1.98 -7.37 -0.77 0.09
H -0.80 -6.51 1.22 0.10
H -0.28 -5.12 2.55 0.11
H -1.30 -2.28 2.37 0.03
H -0.70 -3.03 3.84 0.08
H -2.14 -3.67 3.02 0.09
H 1.33 -2.83 1.38 0.01
H 1.78 -4.54 1.43 0.08
H 1.61 -3.60 2.94 0.08
H -2.14 -2.16 -2.49 0.07
H -1.99 -4.70 -4.20 0.07
H -0.57 -3.76 -3.73 0.07
H -1.81 -3.04 -4.78 0.05
H -4.24 -4.24 -3.23 0.08
H -4.13 -2.58 -3.85 0.06
H -4.50 -2.87 -2.15 0.06
H -3.75 -3.98 0.42 0.10
H -6.20 -4.15 0.85 0.09
H -7.66 -2.20 0.80 0.10
H -7.81 0.49 0.48 0.10
H -6.56 2.53 0.03 0.09
H -4.07 2.53 -0.32 0.10
S -2.47 -0.23 -4.64 0.78
C -1.06 -0.49 -4.09 -1.38
S 0.34 -0.78 -3.55 0.86
S -1.18 0.93 -0.86 0.85
```

Properties
orbital gap (spin up / spin down): 4.63 / 5.76 eV
spin multiplicity: 2
HOMO energy (spin up / spin down): -0.093 / -0.135 Eh
charge: -1